[1]
ORCA calculation (ωB97M-V with the def2-TZVPD basis set) on a cluster of 13 separate species, C42H110O16 in total at a distorted geometry.

```
! wB97M-V def2-TZVPD RIJCOSX def2/J DEFGRID3
* xyz 0 1
C -0.63258 -0.16213 -2.13715
O -0.17506 0.34287 -0.87342
C -1.26225 0.29303 0.06459
C -0.76265 0.31768 1.51160
O 0.03671 -0.80370 1.72587
C 0.50532 -1.01337 3.06272
H -0.99694 -1.19776 -1.94187
H 0.20440 -0.14879 -2.84454
H -1.50678 0.42354 -2.51016
H -1.80900 -0.66671 -0.12341
H -1.95287 1.12618 -0.10788
H -1.69139 0.32071 2.12016
H -0.17695 1.22814 1.74272
H 1.05558 -0.10054 3.38122
H 1.15554 -1.88480 3.00301
H -0.34699 -1.10536 3.75389
C 3.96230 7.39566 -2.11163
O 3.13456 6.97226 -1.03905
C 3.85075 6.19439 -0.05316
C 2.73868 5.59886 0.84072
O 1.96673 4.76587 0.00160
C 2.46693 3.40557 -0.14630
H 3.34550 7.88219 -2.81656
H 4.34263 6.50742 -2.63410
H 4.83767 8.02634 -1.78410
H 4.53760 6.84684 0.49995
H 4.40873 5.38665 -0.54019
H 2.06902 6.41626 1.10471
H 3.10584 5.00556 1.68729
H 2.76675 3.05701 0.86064
H 3.34962 3.39498 -0.80466
H 1.70482 2.79763 -0.60507
C -0.44622 3.95506 2.49436
O -1.63808 3.88252 1.73158
C -2.86776 3.80905 2.50783
C -4.07085 3.59084 1.65818
O -3.93599 2.32746 0.93661
C -4.94718 2.20443 -0.08714
H -0.41913 4.89132 3.07158
H 0.30193 3.86136 1.71115
H -0.41444 3.12768 3.19216
H -3.07835 4.70455 3.09577
H -2.75873 2.96872 3.20567
H -4.10935 4.33804 0.87715
H -5.05505 3.70230 2.17505
H -4.75506 2.82313 -0.95218
H -5.90740 2.44649 0.35753
H -5.02629 1.15035 -0.38982
C 0.42809 -0.61339 -5.77368
C -0.29657 -1.92575 -6.02084
C -1.53523 -1.77180 -6.84922
O 0.64831 -2.87591 -6.53050
H 1.19033 -0.68386 -4.97804
H -0.15269 0.28141 -5.51143
H 0.92273 -0.21624 -6.69157
H -0.60313 -2.31939 -5.04581
H -1.32007 -1.55683 -7.88799
H -2.16625 -0.89153 -6.58329
H -2.11470 -2.67979 -6.85724
H 0.89397 -2.59263 -7.41872
C 2.50190 3.64463 4.39742
C 2.42378 2.32391 5.15162
C 1.01880 2.06520 5.65090
O 2.71304 1.20821 4.28306
H 1.82256 3.73135 3.54353
H 3.49289 3.80796 4.00476
H 2.32341 4.52288 5.05421
H 3.13684 2.42177 6.01489
H 0.83802 2.90288 6.35244
H 0.95778 1.17748 6.27702
H 0.30330 2.02023 4.82894
H 3.54226 1.33015 3.84006
C -1.23526 2.55086 -7.16561
C -2.37021 3.20836 -6.48819
C -2.58356 2.82955 -5.02495
O -2.10173 4.63335 -6.62173
H -0.32873 2.45841 -6.53212
H -0.95699 3.13921 -8.03914
H -1.32869 1.49979 -7.39370
H -3.27930 3.00791 -7.04747
H -1.65789 2.86124 -4.47174
H -3.06445 1.84433 -4.96090
H -3.24927 3.55647 -4.56766
H -2.54529 5.03419 -5.87413
C -0.36967 -5.04206 1.87553
C -0.19321 -5.28970 0.41192
C -1.22492 -4.49265 -0.45005
O 1.19913 -5.04073 0.04541
H -0.46560 -3.97987 2.12150
H 0.51421 -5.40676 2.41152
H -1.19018 -5.60800 2.38186
H -0.32321 -6.33992 0.18141
H -1.03895 -4.72565 -1.51179
H -1.11664 -3.41781 -0.23544
H -2.19653 -4.78035 -0.05399
H 1.28173 -4.07777 -0.05469
C -6.45363 -3.34262 -1.14001
C -6.39375 -1.99813 -0.39223
C -5.06825 -1.78392 0.32748
O -6.68025 -0.96137 -1.34158
H -5.64302 -3.46552 -1.86392
H -7.35891 -3.46235 -1.67865
H -6.32405 -4.20038 -0.49249
H -7.22019 -2.03506 0.32545
H -4.97613 -0.80290 0.80728
H -4.24288 -1.81655 -0.40517
H -4.88281 -2.56433 1.05330
H -5.98408 -0.92109 -2.01190
C -1.05960 4.34649 -1.47603
C -0.44507 5.47694 -2.27829
C 0.57115 5.00376 -3.23752
O -1.59901 6.06451 -2.90774
H -0.35716 3.87147 -0.76056
H -1.44646 3.51614 -2.06898
H -1.92543 4.78195 -0.97828
H -0.13225 6.23475 -1.54390
H 1.05497 5.88964 -3.64968
H 0.01015 4.45364 -4.00301
H 1.39774 4.37900 -2.83230
H -1.35968 6.85840 -3.41046
C 3.94267 -3.00515 -0.14118
C 3.07520 -1.74176 0.06786
C 3.35394 -0.68221 -0.95069
O 1.75708 -2.35801 0.08684
H 4.99852 -2.81743 0.04578
H 3.82325 -3.43105 -1.15367
H 3.72523 -3.79221 0.57290
H 3.31333 -1.40823 1.09837
H 3.33509 -1.03096 -1.98226
H 4.29705 -0.14203 -0.78990
H 2.50128 0.02842 -0.92080
H 1.03926 -1.76994 0.39843
C 1.13620 -3.45233 -2.97724
C 1.08116 -4.79895 -3.72239
C 2.43652 -5.21704 -4.24943
O 0.56238 -5.83935 -2.85330
H 1.78060 -3.51839 -2.07338
H 0.13887 -3.17120 -2.65869
H 1.46972 -2.66206 -3.66374
H 0.34507 -4.73499 -4.54910
H 2.28004 -6.21730 -4.67194
H 3.16388 -5.27957 -3.46099
H 2.90528 -4.55408 -4.99943
H 1.08992 -5.76408 -2.01151
C 0.07810 -2.21337 6.30701
C -0.85186 -1.33850 7.05955
C -1.99539 -2.03941 7.73523
O 0.11410 -0.67278 7.90076
H 0.93374 -1.72051 5.90191
H -0.35315 -2.64787 5.38659
H 0.44095 -3.05491 6.94085
H -1.29830 -0.60839 6.36711
H -2.67308 -1.32995 8.21070
H -1.55781 -2.73882 8.47444
H -2.66744 -2.49556 6.99284
H -0.31927 -0.37825 8.68594
C 3.73639 -6.05509 5.60162
C 3.31922 -5.92120 4.13225
C 3.36994 -4.51067 3.57703
O 4.23538 -6.77442 3.41704
H 3.08405 -5.54433 6.33464
H 4.75555 -5.73951 5.79817
H 3.83343 -7.12709 5.78945
H 2.33341 -6.39025 3.99100
H 3.01462 -4.48813 2.57326
H 4.38797 -4.14427 3.67152
H 2.68403 -3.86514 4.12235
H 4.11406 -6.50325 2.48811
*
```

Properties
electronic energy = -78092.646 eV

These are the Mulliken partial charges, in e, on atoms 1 to 2: -0.33, -0.12

---

[2]
ORCA calculation (ωB97M-V with the def2-TZVPD basis set) on a cluster of 14 separate species, C42H112O14 in total at a distorted geometry.

```
! wB97M-V def2-TZVPD RIJCOSX def2/J DEFGRID3
* xyz 0 1
C -2.30727 -3.57845 6.67852
C -0.87652 -3.58507 7.21097
C 0.04147 -4.53752 6.46883
O -0.41853 -2.22542 7.15685
H -2.65110 -4.61128 6.59207
H -2.46362 -3.07410 5.72793
H -2.94546 -3.07310 7.40619
H -0.89517 -3.81053 8.28287
H -0.15063 -5.58727 6.71688
H 1.07037 -4.53245 6.85624
H 0.13343 -4.42297 5.38945
H 0.39893 -2.16943 7.66176
C -4.77275 -11.95083 7.47532
C -5.01847 -13.44062 7.21560
C -5.94932 -13.70385 6.02212
O -3.75693 -14.03471 6.88761
H -4.09897 -11.84567 8.32284
H -5.69916 -11.47180 7.81893
H -4.40624 -11.42081 6.59792
H -5.44657 -13.89848 8.11030
H -6.98706 -13.50061 6.31657
H -5.90845 -14.72327 5.65001
H -5.69947 -12.99346 5.23114
H -3.50096 -13.69241 6.01148
C -1.45580 -12.86854 2.75652
C -2.89776 -13.03147 3.16834
C -3.33221 -14.49193 3.11933
O -3.01898 -12.63125 4.53132
H -0.71579 -13.25365 3.45560
H -1.20164 -11.82400 2.53443
H -1.25968 -13.28762 1.76144
H -3.52731 -12.41920 2.51309
H -2.61469 -15.10876 3.66217
H -3.41653 -14.85356 2.09332
H -4.31195 -14.64438 3.57187
H -2.61057 -11.76329 4.65891
C -6.95964 -8.68120 4.92773
C -5.71426 -9.58032 4.90888
C -5.20054 -9.74388 3.50087
O -4.69278 -8.97477 5.68959
H -7.18969 -8.44969 5.97064
H -7.81944 -9.15642 4.45653
H -6.77744 -7.73395 4.41554
H -6.00274 -10.54515 5.33751
H -4.78635 -8.83110 3.06500
H -5.95537 -10.12662 2.80963
H -4.38693 -10.46796 3.38383
H -5.06274 -8.59066 6.50665
C 0.44619 -13.34119 12.08558
C 1.65821 -12.80754 11.32793
C 1.30717 -11.51117 10.61467
O 2.66251 -12.43878 12.27910
H 0.66967 -14.24604 12.64883
H -0.42990 -13.49999 11.44820
H 0.05552 -12.56002 12.74543
H 2.05564 -13.57404 10.65797
H 0.40974 -11.60091 9.99477
H 2.10589 -11.18644 9.94785
H 1.05974 -10.74162 11.34680
H 2.86956 -13.20644 12.82233
C 1.68998 -13.12724 7.22812
C 1.10938 -13.13596 5.81386
C 2.19828 -12.93382 4.76291
O 0.46448 -14.39267 5.63554
H 2.29415 -14.00282 7.47504
H 0.87431 -13.20627 7.95900
H 2.23873 -12.20367 7.42251
H 0.43522 -12.27324 5.73742
H 3.04940 -13.59717 4.93101
H 2.57401 -11.91449 4.71522
H 1.75392 -13.24200 3.81330
H -0.05499 -14.52104 6.43742
C 0.86490 -7.96861 11.73638
C 0.45141 -7.96488 10.26856
C -0.77431 -7.07739 10.04170
O 1.43077 -7.38423 9.42015
H 1.13184 -6.96288 12.05520
H 1.75647 -8.60129 11.81214
H 0.10693 -8.46395 12.34344
H 0.19598 -8.99957 10.00626
H -1.70563 -7.51549 10.41190
H -0.95035 -6.87566 8.98352
H -0.63090 -6.09783 10.50369
H 2.14172 -8.03467 9.27516
C -6.83826 -6.38035 8.55941
C -5.42310 -6.73740 8.09743
C -4.32138 -6.02088 8.83524
O -5.25823 -8.16329 8.23994
H -7.54301 -6.90293 7.91538
H -6.97758 -5.29856 8.54589
H -7.03551 -6.71196 9.58192
H -5.35204 -6.51937 7.02936
H -4.56223 -6.01311 9.90187
H -4.15499 -4.97983 8.54756
H -3.33536 -6.45182 8.65259
H -5.30212 -8.39799 9.17344
C -1.99542 -3.73461 2.71062
C -3.35151 -4.36045 2.54935
C -3.58880 -5.54034 3.49126
O -4.43320 -3.43832 2.77316
H -1.78805 -3.50258 3.75998
H -1.89499 -2.78847 2.17496
H -1.19563 -4.41238 2.40896
H -3.50442 -4.66004 1.50757
H -3.74072 -5.16248 4.50429
H -2.72984 -6.21321 3.58910
H -4.43350 -6.17175 3.21910
H -4.08431 -2.56282 2.96335
C 1.47847 -8.25320 2.65879
C 2.00858 -6.89218 3.05029
C 2.31509 -6.78011 4.54137
O 3.20860 -6.58040 2.34914
H 0.48059 -8.38953 3.08989
H 2.13255 -9.07553 2.96095
H 1.33356 -8.35658 1.58178
H 1.31484 -6.12702 2.68387
H 3.06497 -7.52506 4.83076
H 1.49700 -6.98165 5.23973
H 2.72578 -5.81229 4.83233
H 3.94937 -7.04634 2.75277
C -2.97077 -11.03480 13.32423
C -2.54679 -10.49676 11.96109
C -3.13522 -11.28463 10.80267
O -3.08371 -9.16313 11.87848
H -2.49718 -10.46806 14.12806
H -2.59443 -12.05699 13.46112
H -4.05084 -11.09766 13.42917
H -1.46179 -10.47965 11.81005
H -2.92337 -10.68463 9.91538
H -4.22095 -11.34780 10.91534
H -2.77540 -12.30472 10.68294
H -2.58618 -8.62634 12.50408
C -1.12846 -8.15489 6.23833
C -1.13874 -9.65777 6.00527
C -1.39226 -10.36978 7.35461
O -2.16953 -9.99458 5.10680
H -2.09243 -7.80990 6.62284
H -0.96656 -7.60042 5.30900
H -0.33974 -7.87490 6.94117
H -0.17643 -10.02425 5.63784
H -1.47939 -11.44921 7.21832
H -2.32597 -9.97907 7.76517
H -0.56395 -10.17357 8.04127
H -2.99676 -9.52638 5.32541
C 2.70715 -9.55543 6.83553
C 3.97884 -9.61048 7.67649
C 5.09077 -8.80452 7.00757
O 3.63326 -8.98102 8.91024
H 1.94044 -10.14008 7.35592
H 2.86456 -10.05874 5.88150
H 2.32371 -8.54390 6.74530
H 4.36366 -10.61932 7.85293
H 5.47248 -9.33218 6.12902
H 5.97118 -8.75921 7.66037
H 4.81650 -7.77534 6.78334
H 4.37606 -9.00908 9.52299
C -2.25758 -9.48173 1.16314
C -2.66391 -8.10903 0.58426
C -1.46532 -7.15528 0.55829
O -3.17226 -8.23905 -0.72499
H -2.02640 -9.41345 2.22692
H -1.38913 -9.89812 0.64836
H -3.11709 -10.13286 0.99072
H -3.43433 -7.61812 1.18254
H -1.17208 -6.77119 1.54120
H -1.79425 -6.26487 0.01561
H -0.56420 -7.55368 0.08862
H -2.52620 -8.71922 -1.25634
*
```

Properties
electronic energy = -74035.618 eV

These are the Mulliken partial charges, in e, on atoms 1 to 2: -0.89, 0.53

---

Let's list LUMO in order: 0.376; 0.381 eV.
Let's list ΔE to the lowest compared entry with this formula, charge and spin in order: 0.0; 19.2 kcal/mol.
Let's list highest occupied orbital energy in order: -0.3478; -0.3442 Ha.